44
Properties=species:S:1:pos:R:3:nbo_charge:R:1 method="wB97M-V/def2-TZVPD" orbital_gap_ev="7.212 / 4.903" homo_ev="-7.62 / -8.40" relative_energy_kcal_mol=7.43 multiplicity=3 total_charge=0 s_squared=2.05
Au 0.007 -1.219 0.074 0.658
C 0.206 -6.484 0.048 -0.634
C 1.100 -5.277 0.029 -0.040
C 2.485 -5.364 0.025 -0.134
C 3.253 -4.216 -0.023 -0.265
C 2.609 -2.994 -0.054 0.142
Br 3.635 -1.428 -0.174 0.109
N 1.283 -2.876 -0.022 -0.530
C 0.544 -4.009 0.011 0.063
H 0.789 -7.403 0.058 0.218
H -0.442 -6.497 -0.829 0.239
H -0.441 -6.476 0.925 0.238
H 2.969 -6.333 0.054 0.225
H 4.332 -4.254 -0.042 0.243
H -0.531 -3.864 0.022 0.277
O -6.028 2.296 0.035 -0.431
C -5.008 2.947 0.054 0.774
O -4.572 4.075 0.068 -0.485
C -3.700 1.861 0.091 0.075
C -2.435 2.386 0.247 -0.262
C -1.405 1.472 0.307 0.053
N -1.592 0.148 0.198 -0.504
C -2.837 -0.338 0.047 0.149
C -3.937 0.517 -0.006 -0.231
C -3.112 -1.868 -0.073 0.745
O -4.299 -2.168 -0.120 -0.667
O -2.086 -2.588 -0.102 -0.814
H -2.249 3.446 0.313 0.265
H -0.387 1.803 0.449 0.233
H -4.915 0.079 -0.121 0.295
C 1.809 1.602 -0.393 -0.337
C 1.853 2.998 -0.205 -0.148
C 1.193 3.877 -1.095 -0.138
C 1.267 5.244 -0.929 -0.233
C 2.008 5.786 0.119 -0.203
C 2.657 4.940 1.015 -0.211
C 2.571 3.571 0.871 -0.187
H 2.285 0.939 0.310 0.197
H 1.359 1.177 -1.280 0.196
H 0.623 3.458 -1.917 0.201
H 0.752 5.899 -1.620 0.217
H 2.081 6.859 0.234 0.215
H 3.238 5.359 1.827 0.216
H 3.069 2.914 1.574 0.210

16
Properties=species:S:1:pos:R:3:nbo_charge:R:1 method="wB97M-V/def2-TZVPD" orbital_gap_ev=7.975 homo_ev=-3.82 relative_energy_kcal_mol=33.08 total_charge=-1
C -1.460 -0.331 0.449 0.500
N -0.520 -0.845 -0.341 -0.644
C -0.930 -1.938 -1.195 -0.415
O -2.622 -0.739 0.537 -0.724
H -1.126 0.540 1.030 0.115
H 0.470 -0.335 -0.467 0.461
H -1.351 -2.755 -0.606 0.186
H -0.051 -2.290 -1.733 0.189
H -1.687 -1.622 -1.917 0.177
N 1.262 2.345 0.561 -0.907
C 1.942 1.005 0.592 0.131
O 1.746 0.329 -0.560 -0.902
H 1.845 3.080 0.959 0.323
H 1.149 2.564 -0.425 0.353
H 3.016 1.180 0.815 0.073
H 1.521 0.472 1.471 0.085

76
Properties=species:S:1:pos:R:3:lowdin_charge:R:1 method="wB97M-V/def2-TZVPD" orbital_gap_ev=3.658 homo_ev=-1.66 total_charge=-1
C 4.644 1.550 -2.477 -0.079
C 5.024 0.248 -1.770 -0.292
O 4.038 -0.745 -1.944 -0.159
C 3.088 -0.788 -0.884 -0.194
C 1.984 -1.762 -1.288 -0.216
O 0.832 -1.657 -0.497 -0.177
C 0.097 -0.437 -0.672 -0.347
C -1.365 -0.635 -0.365 -0.242
C -2.075 0.693 -0.189 -0.276
C -3.161 1.101 -1.216 -0.442
C -2.849 0.687 -2.662 -0.067
O -4.446 0.559 -0.855 -0.091
H 4.623 1.416 -3.562 0.070
H 5.361 2.344 -2.236 0.068
H 3.650 1.881 -2.153 0.073
H 5.964 -0.150 -2.175 0.112
H 5.194 0.436 -0.698 0.114
H 3.584 -1.130 0.037 0.115
H 2.672 0.214 -0.705 0.111
H 2.357 -2.790 -1.184 0.124
H 1.746 -1.600 -2.353 0.125
H 0.253 -0.102 -1.717 0.100
H 0.601 0.356 -0.042 0.089
H -1.456 -1.241 0.548 0.025
H -2.589 0.716 0.797 0.092
H -1.364 1.553 -0.153 0.091
H -3.270 2.199 -1.185 0.112
H -3.000 1.540 -3.342 0.053
H -1.824 0.325 -2.760 0.054
H -3.547 -0.099 -2.960 0.072
H -4.307 0.052 -0.066 0.051
O 5.773 -0.545 4.237 -0.277
S 6.031 -1.652 3.366 0.551
O 5.460 -1.651 2.057 -0.274
O 5.698 -2.994 4.124 -0.268
C 4.358 -3.170 4.655 -0.236
C 3.372 -3.681 3.634 -0.071
C 7.767 -1.914 3.228 -0.126
H 4.031 -2.235 5.112 0.110
H 4.501 -3.899 5.451 0.121
H 3.177 -2.955 2.845 0.070
H 2.434 -3.886 4.144 0.070
H 3.734 -4.598 3.166 0.085
H 8.202 -1.929 4.224 0.071
H 8.159 -1.081 2.648 0.074
H 7.935 -2.852 2.707 0.072
O -6.474 2.155 -8.014 -0.282
S -6.081 3.319 -7.276 0.554
O -4.706 3.495 -6.929 -0.270
O -7.001 3.449 -5.996 -0.271
C -7.118 2.300 -5.111 -0.240
C -5.928 2.112 -4.199 -0.070
C -6.650 4.766 -8.101 -0.129
H -7.317 1.417 -5.720 0.113
H -8.016 2.523 -4.538 0.119
H -5.028 1.852 -4.754 0.068
H -6.127 1.310 -3.488 0.088
H -5.725 3.025 -3.640 0.090
H -7.699 4.640 -8.353 0.071
H -6.047 4.864 -9.001 0.073
H -6.498 5.619 -7.447 0.072
O -1.051 -2.422 4.184 -0.271
S 0.040 -1.505 4.314 0.579
O 1.201 -1.928 5.049 -0.300
O -0.517 -0.169 4.988 -0.261
C -1.324 -0.315 6.171 -0.261
C -0.516 -0.633 7.412 -0.078
C 0.517 -0.839 2.767 -0.110
H -2.090 -1.069 5.982 0.112
H -1.819 0.650 6.268 0.119
H -0.050 -1.615 7.345 0.068
H -1.174 -0.618 8.282 0.076
H 0.273 0.105 7.554 0.082
H -0.370 -0.498 2.238 0.062
H 0.979 -1.649 2.202 0.075
H 1.226 -0.034 2.944 0.084

9
Properties=species:S:1:pos:R:3:nbo_charge:R:1 method="wB97M-V/def2-TZVPD" orbital_gap_ev=6.257 homo_ev=-2.68 relative_energy_kcal_mol=65.25 total_charge=-1
C 3.124 0.734 0.329 1.045
O -1.245 1.524 1.307 -0.909
O -1.273 0.383 -0.945 -0.952
O 3.709 -0.207 0.061 -0.541
O 2.610 1.739 0.490 -0.533
S -1.362 1.850 -0.239 0.700
H 0.701 -0.498 0.848 -0.860
H -0.664 -0.118 -0.368 0.525
H -0.281 1.251 1.439 0.525

10
Properties=species:S:1:pos:R:3:nbo_charge:R:1 method="wB97M-V/def2-TZVPD" orbital_gap_ev=8.991 homo_ev=-9.82 relative_energy_kcal_mol=119.85 total_charge=0 smiles="C[Si]1(C=O)OO1"
C -1.752 0.519 -0.103 -0.934
Si 0.486 0.261 -0.001 1.752
C 1.277 -1.421 0.155 0.014
O 1.007 -2.517 -0.128 -0.449
O 1.431 1.322 0.780 -0.603
O 1.499 1.414 -0.668 -0.561
H -2.084 0.579 0.847 0.210
H -2.072 1.340 -0.697 0.232
H -2.272 -0.294 -0.692 0.233
H 2.481 -1.203 0.509 0.107

141
Properties=species:S:1:pos:R:3:lowdin_charge:R:1 method="wB97M-V/def2-TZVPD" orbital_gap_ev=6.472 homo_ev=-4.76 total_charge=-1
C -3.836 -3.726 1.041 -0.102
C -3.144 -4.949 1.678 -0.263
C -2.333 -4.601 2.947 -0.216
C -0.827 -4.360 2.675 -0.201
C -0.226 -3.078 3.301 -0.206
C 0.250 -2.028 2.263 -0.332
C 1.764 -2.000 2.008 -0.301
In 2.549 -0.211 0.959 0.575
C 1.810 1.660 1.894 -0.314
O 2.916 2.418 2.402 -0.286
C 2.533 3.671 2.922 -0.297
C 2.126 4.686 1.834 -0.077
C 1.975 -0.279 -1.221 -0.749
Br 3.436 -0.574 -2.459 0.618
C 0.793 -0.103 -1.827 -0.855
C 0.356 -0.115 -3.266 -0.196
Br -0.682 0.248 -0.626 0.704
H -3.326 -2.795 1.314 0.068
H -3.834 -3.782 -0.056 0.058
H -4.882 -3.655 1.362 0.069
H -2.470 -5.406 0.940 0.094
H -3.901 -5.710 1.916 0.089
H -2.463 -5.394 3.695 0.098
H -2.755 -3.689 3.389 0.096
H -0.675 -4.309 1.588 0.098
H -0.265 -5.243 3.010 0.102
H -0.980 -2.619 3.959 0.093
H 0.619 -3.338 3.952 0.099
H -0.252 -2.241 1.308 0.069
H -0.109 -1.035 2.577 0.069
H 2.048 -2.857 1.375 0.027
H 2.299 -2.089 2.963 0.026
H 4.315 -0.274 1.036 -0.076
H 1.211 2.273 1.200 0.018
H 1.147 1.408 2.745 0.033
H 1.707 3.535 3.644 0.102
H 3.403 4.042 3.481 0.110
H 2.794 5.557 1.833 0.060
H 1.099 5.051 1.957 0.060
H 2.199 4.214 0.847 0.074
H -0.111 -1.075 -3.527 0.084
H 1.211 0.026 -3.933 0.016
H -0.388 0.669 -3.446 0.057
O 0.583 -1.346 -6.600 0.108
C 0.698 -0.295 -7.164 -0.525
O 1.357 0.692 -6.519 -0.011
C 1.655 1.957 -7.113 -0.232
C 0.503 2.933 -6.998 -0.058
C 0.091 -0.026 -8.521 0.015
H 1.988 1.835 -8.145 0.107
H 2.511 2.315 -6.541 0.118
H -0.372 2.587 -7.550 0.069
H 0.796 3.904 -7.399 0.079
H 0.221 3.056 -5.953 0.083
H -0.955 0.242 -8.369 0.094
H 0.124 -0.953 -9.087 0.089
H 0.573 0.764 -9.088 0.070
O -0.980 4.343 5.507 0.089
C -1.662 3.931 4.605 -0.531
O -1.195 2.911 3.865 -0.010
C -1.996 2.277 2.854 -0.221
C -1.980 3.025 1.540 -0.072
C -2.994 4.555 4.268 0.008
H -3.011 2.133 3.228 0.105
H -1.548 1.291 2.733 0.113
H -2.388 4.033 1.631 0.071
H -2.571 2.475 0.806 0.067
H -0.958 3.095 1.168 0.059
H -2.820 5.436 3.650 0.102
H -3.455 4.889 5.194 0.089
H -3.683 3.908 3.736 0.053
O -6.200 5.224 4.091 0.101
C -6.689 4.429 4.844 -0.530
O -7.234 4.888 5.992 -0.002
C -7.910 4.031 6.920 -0.239
C -6.950 3.335 7.860 -0.062
C -6.646 2.944 4.570 0.016
H -8.550 3.323 6.392 0.109
H -8.562 4.706 7.471 0.121
H -6.277 2.663 7.326 0.070
H -7.505 2.747 8.592 0.081
H -6.346 4.070 8.391 0.084
H -5.673 2.573 4.898 0.090
H -6.714 2.803 3.495 0.095
H -7.417 2.361 5.063 0.069
O 9.606 -4.074 -1.646 0.085
C 8.519 -3.779 -2.071 -0.541
O 7.650 -3.162 -1.260 0.006
C 6.368 -2.685 -1.720 -0.244
C 5.329 -3.784 -1.733 -0.070
C 8.110 -4.142 -3.482 0.005
H 6.474 -2.200 -2.691 0.102
H 6.090 -1.914 -1.006 0.108
H 5.589 -4.583 -2.429 0.065
H 4.366 -3.366 -2.023 0.041
H 5.234 -4.213 -0.735 0.087
H 7.765 -5.177 -3.473 0.091
H 8.997 -4.087 -4.107 0.085
H 7.323 -3.525 -3.904 0.066
O -6.923 -6.091 0.846 0.099
C -6.368 -6.408 -0.170 -0.537
O -6.209 -5.473 -1.128 -0.010
C -5.420 -5.696 -2.303 -0.240
C -6.197 -6.402 -3.393 -0.066
C -5.891 -7.822 -0.408 0.012
H -4.499 -6.221 -2.049 0.114
H -5.138 -4.694 -2.622 0.124
H -6.501 -7.404 -3.089 0.067
H -5.582 -6.490 -4.290 0.081
H -7.094 -5.834 -3.642 0.082
H -6.745 -8.412 -0.744 0.093
H -5.556 -8.219 0.546 0.091
H -5.093 -7.918 -1.138 0.068
O 2.107 -1.552 6.409 0.106
C 2.060 -0.390 6.702 -0.511
O 1.986 -0.091 8.030 -0.017
C 2.053 1.247 8.534 -0.248
C 0.712 1.948 8.507 -0.064
C 2.043 0.719 5.681 0.028
H 2.818 1.819 8.007 0.110
H 2.397 1.121 9.561 0.117
H 0.343 2.080 7.492 0.065
H 0.797 2.936 8.961 0.079
H -0.021 1.367 9.069 0.079
H 1.021 0.843 5.319 0.097
H 2.670 0.441 4.837 0.097
H 2.391 1.675 6.057 0.071
O 3.348 3.407 -10.964 0.099
C 4.340 3.685 -10.348 -0.534
O 4.765 2.826 -9.401 -0.009
C 5.991 3.001 -8.677 -0.231
C 5.834 3.936 -7.497 -0.057
C 5.078 4.985 -10.567 0.012
H 6.788 3.319 -9.350 0.110
H 6.236 1.997 -8.335 0.125
H 5.572 4.946 -7.812 0.069
H 6.767 3.985 -6.935 0.084
H 5.053 3.570 -6.831 0.078
H 4.572 5.757 -9.985 0.096
H 4.991 5.243 -11.618 0.090
H 6.125 4.969 -10.279 0.068